Density functional theory data (the ωB97M-V functional and the def2-TZVPD basis) for C2H5NOS in the gas phase in a non-equilibrium geometry.

Element x y z (Å)
1 C -0.06173 -0.37856 0.35550
2 H -2.18309 0.25941 0.12880
3 C -1.15618 0.43877 -0.17317
4 O 2.22536 -0.92827 0.17625
5 H -0.88613 1.44476 -0.07644
6 H -0.44696 -1.35195 0.42200
7 N 1.19834 -0.38416 -0.60625
8 H 0.19231 -0.21174 1.31502
9 S 2.41766 0.71518 -0.22645
10 H -1.29958 0.39656 -1.31526

Calculated values
- relative energy (zero: lowest compared OMol25 entry of this formula, charge and spin) (kcal/mol) = 112.1
- gap between HOMO and LUMO (Eh) = 0.3302
- electronic energy (Eh) = -607.22817
- multiplicity = 1
- highest occupied orbital energy (Eh) = -0.33662
- SMILES = CCn1os1